Formula: C19H30N2O6S
Source: OMol25
Level of theory: ωB97M-V/def2-TZVPD

Bonds (Å) are listed after each position.
Atoms and positions in Å:
1 C 1.0834 4.0080 -1.1982  C2 1.523, H56 1.088, H57 1.086, H58 1.087
2 C 0.2042 3.0099 -1.9404  C1 1.523, H3 1.091, H4 1.092, C5 1.532
3 H -0.5868 3.5363 -2.4764  C2 1.091
4 H 0.7958 2.4552 -2.6720  C2 1.092
5 C -0.4504 2.0208 -0.9703  C2 1.532, N6 1.452, H25 1.092, C26 1.535
6 N -1.3434 2.7211 -0.0650  C5 1.452, S7 1.679, H24 1.017
7 S -1.6568 1.7817 1.2904  N6 1.679, O8 1.430, O9 1.441, C10 1.785
8 O -2.8149 2.3155 1.9371  S7 1.430
9 O -1.6323 0.3791 0.9595  S7 1.441
10 C -0.1958 2.1680 2.2406  S7 1.785, C11 1.382, C15 1.380
11 C 0.0108 3.4832 2.6094  C10 1.382, C12 1.383, H23 1.078
12 C 1.1555 3.8187 3.3085  C11 1.383, C13 1.393, H22 1.080
13 C 2.0954 2.8460 3.6411  C12 1.393, C14 1.391, C18 1.497
14 C 1.8634 1.5281 3.2628  C13 1.391, C15 1.385, H17 1.080
15 C 0.7189 1.1860 2.5622  C10 1.380, C14 1.385, H16 1.079
16 H 0.5184 0.1691 2.2632  C15 1.079
17 H 2.5838 0.7649 3.5193  C14 1.080
18 C 3.3215 3.2134 4.4178  C13 1.497, H19 1.090, H20 1.087, H21 1.087
19 H 3.0945 3.2154 5.4840  C18 1.090
20 H 3.6677 4.2083 4.1486  C18 1.087
21 H 4.1222 2.4989 4.2453  C18 1.087
22 H 1.3262 4.8439 3.6022  C12 1.080
23 H -0.7319 4.2182 2.3452  C11 1.078
24 H -2.2159 2.9360 -0.5405  N6 1.017
25 H 0.3017 1.5440 -0.3383  C5 1.092
26 C -1.2959 0.9824 -1.7212  C5 1.535, O27 1.220, N28 1.348
27 O -2.4494 1.2670 -1.9982  C26 1.220
28 N -0.7415 -0.1936 -2.0767  C26 1.348, C29 1.443, C43 1.455
29 C 0.6151 -0.5887 -1.7815  N28 1.443, H30 1.089, C31 1.538, H55 1.095
30 H 1.2527 0.2939 -1.7600  C29 1.089
31 C 0.7491 -1.3935 -0.4774  C29 1.538, H32 1.103, O33 1.408, H54 1.097
32 H 1.6213 -1.0484 0.1025  C31 1.103
33 O 0.9224 -2.7474 -0.8244  C31 1.408, C34 1.412
34 C 0.7171 -3.6463 0.2451  O33 1.412, C35 1.531, H52 1.097, H53 1.102
35 C 0.8262 -5.0745 -0.2960  C34 1.531, H36 1.092, O37 1.405, H51 1.100
36 H 1.0755 -5.7571 0.5194  C35 1.092
37 O -0.3608 -5.5930 -0.8396  C35 1.405, C38 1.416
38 C -0.8943 -4.8991 -1.9524  O37 1.416, H39 1.093, C40 1.538, H50 1.098
39 H -0.1645 -4.1845 -2.3404  C38 1.093
40 C -2.2109 -4.1825 -1.6084  C38 1.538, O41 1.414, H48 1.098, H49 1.096
41 O -2.0168 -2.9868 -0.8796  C40 1.414, C42 1.405
42 C -2.5366 -1.8134 -1.4518  O41 1.405, C43 1.545, H46 1.093, H47 1.098
43 C -1.6626 -1.2056 -2.5719  N28 1.455, C42 1.545, H44 1.090, H45 1.093
44 H -1.0860 -1.9892 -3.0639  C43 1.090
45 H -2.3152 -0.7162 -3.2993  C43 1.093
46 H -2.6102 -1.0940 -0.6317  C42 1.093
47 H -3.5450 -1.9990 -1.8438  C42 1.098
48 H -2.8073 -4.8634 -0.9875  C40 1.098
49 H -2.7566 -3.9843 -2.5377  C40 1.096
50 H -1.1117 -5.6528 -2.7204  C38 1.098
51 H 1.6334 -5.0945 -1.0438  C35 1.100
52 H -0.2756 -3.4889 0.6838  C34 1.097
53 H 1.4851 -3.4867 1.0185  C34 1.102
54 H -0.1536 -1.2586 0.1314  C31 1.097
55 H 0.9640 -1.2335 -2.5942  C29 1.095
56 H 1.8983 3.4967 -0.6895  C1 1.088
57 H 0.4936 4.5350 -0.4539  C1 1.086
58 H 1.5057 4.7306 -1.8919  C1 1.087

Summary:
total charge = 0
E_HOMO = -9.01 eV
energy above the lowest of the compared OMol25 structures with the same formula, charge and spin = 91.0 kJ/mol
gap between HOMO and LUMO = 9.55 eV



Formula: C19H30N4O3
Source: OMol25
Level of theory: ωB97M-V/def2-TZVPD

Bonds (Å) are listed after each position.
Atoms and positions in Å:
1 C 5.7399 1.3981 1.6961  H2 1.087, H3 1.088, H4 1.087, C5 1.533
2 H 5.1841 1.4532 2.6282  C1 1.087
3 H 5.7987 2.3981 1.2708  C1 1.088
4 H 6.7484 1.0604 1.9185  C1 1.087
5 C 5.0755 0.4226 0.7184  C1 1.533, N6 1.451, H55 1.091, H56 1.093
6 N 3.7553 0.8075 0.2565  C5 1.451, C7 1.444, C48 1.453
7 C 3.7548 1.8321 -0.7611  N6 1.444, H8 1.095, H9 1.092, C10 1.552
8 H 4.6550 2.4557 -0.7333  C7 1.095
9 H 2.8874 2.4842 -0.6367  C7 1.092
10 C 3.6634 1.1553 -2.1544  C7 1.552, N11 1.431, H46 1.093, H47 1.090
11 N 2.5521 0.2533 -2.1496  C10 1.431, C12 1.321, H44 1.025
12 C 2.6083 -0.8783 -1.4708  N11 1.321, C13 1.387, H45 1.082
13 C 1.4932 -1.5938 -1.0605  C12 1.387, C14 1.443, C19 1.446
14 C 0.1668 -1.0476 -1.2134  C13 1.443, N15 1.385, O43 1.231
15 N -0.8846 -1.8042 -0.7224  C14 1.385, C16 1.379, C22 1.456
16 C -0.7459 -3.0210 -0.0873  N15 1.379, O17 1.208, N18 1.374
17 O -1.6855 -3.6506 0.3380  C16 1.208
18 N 0.5430 -3.4812 0.0309  C16 1.374, C19 1.387, H21 1.014
19 C 1.7073 -2.8638 -0.4020  C13 1.446, N18 1.387, O20 1.215
20 O 2.7862 -3.3868 -0.2030  C19 1.215
21 H 0.6480 -4.3758 0.4956  N18 1.014
22 C -2.2335 -1.2701 -0.8493  N15 1.456, H23 1.091, H24 1.091, C25 1.533
23 H -2.9192 -2.1142 -0.9360  C22 1.091
24 H -2.2562 -0.6651 -1.7567  C22 1.091
25 C -2.6079 -0.4195 0.3700  C22 1.533, C26 1.503, H41 1.093, H42 1.092
26 C -4.0123 0.1033 0.2507  C25 1.503, C27 1.326, C31 1.504
27 C -5.0030 -0.3877 0.9820  C26 1.326, C28 1.498, H40 1.082
28 C -6.4254 0.0743 0.9002  C27 1.498, C29 1.526, H38 1.096, H39 1.093
29 C -6.6743 0.9190 -0.3459  C28 1.526, C30 1.524, H36 1.092, H37 1.092
30 C -5.5460 1.9298 -0.5122  C29 1.524, C31 1.526, H34 1.092, H35 1.092
31 C -4.2340 1.1923 -0.7631  C26 1.504, C30 1.526, H32 1.095, H33 1.093
32 H -4.2542 0.7498 -1.7641  C31 1.095
33 H -3.3953 1.8922 -0.7379  C31 1.093
34 H -5.7582 2.6065 -1.3424  C30 1.092
35 H -5.4611 2.5270 0.3982  C30 1.092
36 H -6.7060 0.2714 -1.2245  C29 1.092
37 H -7.6369 1.4279 -0.2669  C29 1.092
38 H -6.6558 0.6599 1.7974  C28 1.096
39 H -7.0897 -0.7938 0.9079  C28 1.093
40 H -4.8043 -1.1651 1.7075  C27 1.082
41 H -1.9024 0.4126 0.4427  C25 1.093
42 H -2.5149 -1.0387 1.2642  C25 1.092
43 O -0.0633 0.0389 -1.7431  C14 1.231
44 H 1.6032 0.6315 -2.2383  N11 1.025
45 H 3.5795 -1.3152 -1.2781  C12 1.082
46 H 4.5792 0.5900 -2.3419  C10 1.093
47 H 3.5322 1.9036 -2.9366  C10 1.090
48 C 2.7282 0.9537 1.2740  N6 1.453, C49 1.524, H53 1.094, H54 1.103
49 C 2.6043 -0.2783 2.1629  C48 1.524, H50 1.087, H51 1.087, H52 1.086
50 H 1.6749 -0.2247 2.7246  C49 1.087
51 H 3.4246 -0.3435 2.8725  C49 1.087
52 H 2.5946 -1.1801 1.5575  C49 1.086
53 H 1.7805 1.0954 0.7453  C48 1.094
54 H 2.8950 1.8441 1.9039  C48 1.103
55 H 4.9974 -0.5616 1.1837  C5 1.091
56 H 5.7088 0.3169 -0.1665  C5 1.093

Summary:
total charge = 0
E_HOMO = -8.43 eV
energy above the lowest of the compared OMol25 structures with the same formula, charge and spin = 1.1 kJ/mol
gap between HOMO and LUMO = 8.99 eV



Formula: C19H31BBrCl2N2O3
Source: OMol25
Level of theory: ωB97M-V/def2-TZVPD

Bonds (Å) are listed after each position.
Atoms and positions in Å:
1 C 0.9213 -3.8487 1.8326  C2 1.522, H19 1.091, H20 1.090, H21 1.087
2 C -0.3149 -2.9816 2.0210  C1 1.522, O3 1.406, H22 1.098, H23 1.093
3 O 0.0036 -1.6150 1.9341  C2 1.406, C4 1.421
4 C -0.7971 -0.8474 1.0465  O3 1.421, C5 1.573, H24 1.097, H25 1.089
5 C -0.2079 -0.5841 -0.3884  C4 1.573, C6 1.522, C10 1.526, O18 1.394
6 C -0.9780 -1.4799 -1.3479  C5 1.522, C7 1.524, H26 1.095, H27 1.096
7 C -0.6158 -1.6098 -2.8227  C6 1.524, C8 1.532, Br9 1.946, H28 1.089
8 C 0.7070 -2.3184 -3.1286  C7 1.532, H29 1.092, H30 1.088, H31 1.088
9 Br -0.7208 0.0807 -3.7811  C7 1.946
10 C 1.3085 -0.7512 -0.3610  C5 1.526, O11 1.405, H32 1.100, H33 1.090
11 O 1.7400 0.4394 0.2472  C10 1.405, B12 1.491
12 B 0.9227 1.4825 -0.4352  O11 1.491, C13 1.652, O18 1.507, H34 1.229
13 C 1.5953 1.9876 -1.8577  B12 1.652, Cl14 1.790, C15 1.527, H35 1.093
14 Cl 0.5493 3.2613 -2.5560  C13 1.790
15 C 3.0349 2.4262 -1.6007  C13 1.527, C16 1.525, Cl17 1.825, H36 1.088
16 C 3.9668 1.2194 -1.6298  C15 1.525, H37 1.091, H38 1.090, H39 1.087
17 Cl 3.6950 3.6194 -2.8138  C15 1.825
18 O -0.3872 0.7717 -0.6597  C5 1.394, B12 1.507
19 H 0.6786 -4.8867 2.0666  C1 1.091
20 H 1.2546 -3.8125 0.7950  C1 1.090
21 H 1.7262 -3.5217 2.4867  C1 1.087
22 H -0.7404 -3.1942 3.0104  C2 1.098
23 H -1.0632 -3.2728 1.2797  C2 1.093
24 H -1.7748 -1.3351 0.9499  C4 1.097
25 H -0.9709 0.1313 1.4902  C4 1.089
26 H -2.0197 -1.1459 -1.3053  C6 1.095
27 H -0.9654 -2.5061 -0.9631  C6 1.096
28 H -1.4156 -2.2001 -3.2673  C7 1.089
29 H 1.0007 -2.9180 -2.2643  C8 1.092
30 H 1.5125 -1.6092 -3.3058  C8 1.088
31 H 0.6068 -2.9785 -3.9872  C8 1.088
32 H 1.6963 -0.7985 -1.3898  C10 1.100
33 H 1.6998 -1.6261 0.1584  C10 1.090
34 H 0.7713 2.4683 0.2836  B12 1.229
35 H 1.6127 1.1835 -2.5983  C13 1.093
36 H 3.0941 2.9165 -0.6318  C15 1.088
37 H 3.7814 0.6220 -2.5231  C16 1.091
38 H 3.7453 0.6047 -0.7578  C16 1.090
39 H 5.0103 1.5241 -1.6217  C16 1.087
40 N 0.7038 0.7157 5.4607  C41 1.374, C44 1.370, H45 1.001
41 C 0.7967 0.4108 4.1241  N40 1.374, C42 1.368, H46 1.077
42 C 1.7856 1.1873 3.5860  C41 1.368, C43 1.424, H47 1.079
43 C 2.3131 1.9876 4.6390  C42 1.424, C44 1.370, H48 1.078
44 C 1.6270 1.6754 5.7836  N40 1.370, C43 1.370, H49 1.077
45 H 0.0561 0.3002 6.1014  N40 1.001
46 H 0.1565 -0.3242 3.6662  C41 1.077
47 H 2.0819 1.1779 2.5483  C42 1.079
48 H 3.1039 2.7158 4.5609  C43 1.078
49 H 1.7138 2.0509 6.7893  C44 1.077
50 N -5.8539 1.9482 -1.7701  C51 1.371, C54 1.372, H55 1.001
51 C -5.4278 1.1744 -2.8187  N50 1.371, C52 1.369, H56 1.077
52 C -4.1157 0.8542 -2.5934  C51 1.369, C53 1.422, H57 1.076
53 C -3.7296 1.4573 -1.3653  C52 1.422, C54 1.369, H58 1.081
54 C -4.8226 2.1240 -0.8820  N50 1.372, C53 1.369, H59 1.076
55 H -6.7724 2.3350 -1.6726  N50 1.001
56 H -6.0897 0.9251 -3.6306  C51 1.077
57 H -3.4857 0.2590 -3.2317  C52 1.076
58 H -2.7514 1.4154 -0.9083  C53 1.081
59 H -4.9528 2.7133 0.0094  C54 1.076

Summary:
total charge = -1
E_HOMO = -4.83 eV
gap between HOMO and LUMO = 7.53 eV